C5H13NO | the ωB97M-V functional and the def2-TZVPD basis

```
20
C5H13NO (the ωB97M-V functional and the def2-TZVPD basis)
C -1.0930 -1.5952 2.0950
C 0.3898 -1.5728 1.7118
C 0.8802 -0.1836 1.3217
C 0.4184 0.3662 0.1925
N 0.8246 1.6014 -0.2952
C 0.0531 2.1920 -1.3700
H -1.7029 -0.9853 1.4393
H -1.4580 -2.6253 2.1916
H -1.2264 -1.2165 3.1127
H 0.5533 -2.2282 0.8753
H 0.9769 -2.0225 2.5129
H 1.6702 0.3206 1.8693
H -0.3453 -0.1444 -0.3783
H 1.2183 2.2422 0.3724
H 0.0484 1.5504 -2.2491
H 0.5945 3.0474 -1.7723
H -0.9758 2.4372 -1.0905
O -0.9421 -0.5881 -3.0157
H -0.1099 -0.9978 -3.3133
H -1.1358 -1.1640 -2.2585
```

**LUMO energy**: 0.75 eV
**Max |F|**: 1.32 eV Å⁻¹
**SMILES**: CC/C=C/NC.O

---

C3H9N3 | the ωB97M-V functional and the def2-TZVPD basis

```
15
C3H9N3 (the ωB97M-V functional and the def2-TZVPD basis)
H -1.5289 1.6589 -3.0196
N -0.7831 0.9774 -2.8989
C -0.1343 1.2704 -1.8130
N 0.8582 0.4747 -1.3714
H -0.5529 2.1146 -1.2696
H 1.2807 -0.0874 -2.0771
H 1.1447 0.5924 -0.4267
C 0.5192 0.0732 2.1529
C 0.0467 -1.1474 1.8667
N -0.6143 -1.5991 0.7498
H 1.2428 0.3525 2.9043
H 0.4228 0.9164 1.4677
H 0.2545 -1.9371 2.5823
H -1.3281 -1.0963 0.2815
H -0.8280 -2.5631 0.8711
```

**LUMO energy**: 0.99 eV
**Max |F|**: 3.09 eV Å⁻¹
**SMILES**: [H]/N=C/N.C=CN

---

C14H18N2O6 | the ωB97M-V functional and the def2-TZVPD basis

```
40
C14H18N2O6 (the ωB97M-V functional and the def2-TZVPD basis)
N -1.8405 -0.7952 3.5097
C -2.1206 -0.6908 2.0940
C -3.0740 0.4310 2.0846
C -4.4603 -0.0158 2.4473
C -5.0786 -0.9761 1.3529
O -4.5202 -1.4439 0.3735
O -6.4055 -1.2038 1.6401
C -0.8681 -0.4419 1.3016
O 0.2535 -0.1115 1.8353
N -0.8826 -0.5602 -0.0558
C 0.3030 -0.0767 -0.7368
C 1.5600 -1.1294 -0.8401
C 2.8290 -0.2823 -1.0289
C 3.1691 0.6824 -0.1481
C 4.3001 1.4415 -0.2337
C 5.1776 1.3002 -1.3199
O 6.2959 2.0325 -1.5111
C 4.8119 0.3099 -2.2852
C 3.6948 -0.4935 -2.1182
C -0.2246 0.4641 -2.1065
O -1.3269 0.3833 -2.5072
O 0.7507 1.0750 -2.8815
H -1.0259 -1.5179 3.6226
H -1.3164 0.1259 3.6541
H -2.5993 -1.5389 1.6964
H -2.6334 1.2519 2.7700
H -3.0544 0.9411 1.0857
H -5.1606 0.7846 2.6511
H -4.4487 -0.5909 3.4057
H -6.5825 -1.8845 0.9951
H -1.7342 -0.5883 -0.5874
H 0.5847 0.8258 -0.2886
H 1.2872 -1.8089 -1.6850
H 1.5699 -1.6752 0.1918
H 2.5523 0.8585 0.7449
H 4.4142 2.3633 0.5123
H 6.3061 2.8498 -0.9057
H 5.3355 0.3813 -3.2319
H 3.4130 -1.3035 -2.7509
H 1.6581 1.0255 -2.4288
```

**LUMO energy**: 0.56 eV
**Max |F|**: 3.90 eV Å⁻¹
**SMILES**: N[C@@H](CCC(=O)O)C(=O)N[C@@H](Cc1ccc(O)cc1)C(=O)O

---

C17H24N3O2 | the ωB97M-V functional and the def2-TZVPD basis

```
46
C17H24N3O2 (the ωB97M-V functional and the def2-TZVPD basis)
C -0.6411 -0.6161 -5.1826
O -1.6082 -0.6997 -4.1183
C -1.2607 -1.1355 -2.8847
C -2.2163 -0.9577 -1.8581
C -1.8295 -1.0155 -0.5387
C -0.4809 -1.2566 -0.2139
C 0.0014 -1.2454 1.2237
O 0.9726 -2.2251 1.4119
C 0.7489 -3.3138 2.3237
N 0.6872 0.0775 1.5805
C 1.6729 0.0120 2.7780
C 0.9393 0.6823 3.9158
C 0.0346 1.7241 3.2558
C -0.2292 1.2893 1.8173
C 0.2149 2.4503 0.9075
N -0.0379 2.1933 -0.5171
C 0.8879 2.2031 -1.5378
C 0.1875 1.9315 -2.6909
N -1.1366 1.7624 -2.3776
C -1.2680 1.9632 -1.0814
C 0.4124 -1.6446 -1.2229
C 0.0312 -1.6127 -2.5547
H -1.1941 -0.1512 -5.9980
H 0.2162 0.0082 -4.9071
H -0.3105 -1.6163 -5.4801
H -3.2123 -0.6351 -2.1711
H -2.5682 -0.8626 0.2553
H -0.8405 -1.3451 1.9257
H 1.6927 -3.8639 2.3208
H 0.5188 -2.9834 3.3511
H -0.0595 -3.9605 1.9681
H 1.2178 0.2538 0.7061
H 2.5615 0.5731 2.4647
H 1.9487 -1.0233 2.9568
H 1.6422 1.1660 4.6031
H 0.3709 -0.0723 4.4786
H 0.5887 2.6768 3.2347
H -0.8868 1.9309 3.8093
H -1.2569 0.9514 1.6117
H 1.2983 2.6239 1.0398
H -0.3133 3.3750 1.2129
H 1.9322 2.4082 -1.3647
H 0.5755 1.8543 -3.6966
H -2.1719 1.9625 -0.4667
H 1.4130 -1.9973 -0.9428
H 0.7551 -1.8395 -3.3470
```

**LUMO energy**: -2.40 eV
**Total charge**: +1
**Max |F|**: 1.38 eV Å⁻¹
**SMILES**: COc1ccc([C@@H](OC)[N@@H+]2CCC[C@H]2Cn2ccnc2)cc1

---

CH3F2NO | the ωB97M-V functional and the def2-TZVPD basis

```
8
CH3F2NO (the ωB97M-V functional and the def2-TZVPD basis)
C 1.2366 -0.0536 -0.3745
N -1.5927 -0.0763 0.3073
O -0.7113 -0.9432 -0.0897
F 2.0752 -0.8257 0.3140
F 0.8007 1.1184 0.2656
H 1.6297 -0.0052 -1.4108
H -1.8381 0.7000 -0.3415
H -1.6001 0.0855 1.3295
```

**LUMO energy (alpha / beta)**: 0.50 / 0.96 eV
**Max |F|**: 2.94 eV Å⁻¹

---

Taking the records one at a time from the top gives energy above the lowest of the compared OMol25 structures with the same formula, charge and spin values of 1.613; 1.620; 1.454; 0.128; 5.644 eV.
Taking the records one at a time from the top gives total energy values of -328.2596; -283.9236; -1105.2447; -976.6642; -369.4627 Ha.